Entry 1:
242
Properties=species:S:1:pos:R:3:mulliken_charge:R:1 method="wB97M-V/def2-TZVPD" homo_ha=-0.2507 charge=-1 e_tot_ev=-153842.1431 lumo_energy_ha=0.05513
C 13.0065 17.3882 -3.2558 -0.360
F 12.0091 17.2816 -2.4690 0.356
F 13.6782 18.6175 -3.0685 0.129
F 13.9266 16.4278 -3.0902 -0.084
S 12.3318 17.4183 -5.1048 -0.068
O 11.5343 18.6131 -5.2385 -0.789
O 13.4883 17.3734 -6.0157 -0.422
O 11.4060 16.2567 -5.1701 -0.500
C 15.7028 17.4319 -8.5503 -0.046
O 16.7547 17.5906 -9.0699 -0.710
N 15.5428 16.4647 -7.6733 0.208
N 14.6968 18.2539 -8.7449 0.024
H 14.7006 16.4584 -7.1160 -0.034
H 16.3086 15.9198 -7.3036 0.232
H 14.0124 18.2182 -8.0030 0.150
H 14.9981 19.0918 -9.2217 0.227
C 13.3554 11.1376 -3.5404 0.336
O 12.5150 11.8179 -4.0626 -0.614
N 13.6940 11.1854 -2.3002 -0.164
N 13.9019 10.1798 -4.1872 -0.370
H 14.4203 10.5817 -1.9424 0.087
H 13.2661 11.9528 -1.8020 0.161
H 14.4830 9.6452 -3.5573 0.125
H 13.7695 9.8798 -5.1425 0.214
C 8.0344 19.7434 -3.2089 0.545
O 7.6611 20.6855 -3.8836 -0.723
N 8.9446 18.8037 -3.4200 0.372
N 7.5498 19.5474 -2.0205 -0.390
H 8.9550 17.9536 -2.8747 0.006
H 9.6764 18.8607 -4.1138 -0.274
H 6.7005 19.9964 -1.7087 0.122
H 7.8776 18.7429 -1.5053 0.155
C 10.5342 14.1389 -2.2568 0.232
O 9.9614 15.2048 -2.0643 -0.354
N 9.9723 12.9913 -2.6242 -0.177
N 11.8360 14.0305 -2.2697 0.487
H 10.5667 12.2845 -3.0332 0.023
H 8.9831 13.0194 -2.8261 0.313
H 12.3868 14.8332 -2.0005 -0.668
H 12.2666 13.3049 -2.8247 0.315
C 11.0871 20.3348 -8.1825 0.419
O 10.7955 21.1097 -9.0444 -0.778
N 12.1172 19.5818 -8.2029 0.284
N 10.4075 20.2082 -7.0592 0.536
H 12.5280 19.2989 -9.0812 0.322
H 12.1690 18.9569 -7.4111 -0.627
H 9.6275 20.8124 -6.8431 0.347
H 10.7794 19.7319 -6.2499 0.135
C 8.8683 11.6260 -5.9299 0.495
O 8.8967 10.4747 -5.5647 -0.792
N 7.8434 12.1722 -6.6139 -0.188
N 9.8584 12.4021 -5.5737 0.415
H 7.8373 13.1817 -6.6433 0.070
H 7.0444 11.6266 -6.9038 0.212
H 10.5895 11.9652 -5.0309 -0.059
H 9.9675 13.3483 -5.9096 0.000
C 6.5325 13.9139 -3.3369 0.843
O 7.1754 12.9748 -2.9105 -0.766
N 5.3090 13.7217 -3.7529 -0.521
N 6.9057 15.1190 -3.5566 -0.202
H 5.1076 12.7842 -4.0701 0.214
H 4.5601 14.3651 -3.9656 0.153
H 6.0928 15.6239 -3.8795 0.115
H 7.8940 15.3143 -3.4838 -0.042
C 7.7909 18.5006 1.9277 0.610
O 8.0804 17.8582 2.9287 -0.681
N 6.7060 19.2998 1.9752 -0.400
N 8.4642 18.6451 0.8216 0.058
H 6.3388 19.7466 1.1472 0.115
H 6.2483 19.4193 2.8676 0.206
H 9.3863 18.2383 0.8880 0.356
H 8.0527 19.1296 0.0368 0.065
C 10.6088 15.5513 1.8835 -1.550
C 11.6387 16.5920 1.7811 0.366
C 12.9270 15.9002 1.1225 -0.558
O 13.9332 16.9382 1.0633 -0.464
C 14.9050 16.7681 0.1593 0.591
N 11.1055 17.6124 0.9216 -0.269
H 10.1109 15.2978 0.9476 0.164
H 9.7773 15.9938 2.4320 0.393
H 11.1191 14.8189 2.5090 0.533
H 11.9401 17.0083 2.7423 0.354
H 12.7198 15.4372 0.1578 -0.063
H 13.3505 15.0374 1.6365 0.651
H 15.3819 15.8352 0.4601 0.036
H 15.6107 17.5946 0.0768 0.104
H 14.4856 16.8394 -0.8442 -0.450
H 11.9638 17.8100 0.4273 -0.180
H 10.6262 17.2443 0.1124 0.146
C 4.3376 19.5012 -11.5720 -1.276
C 5.7472 19.4189 -12.1895 0.232
C 6.6421 18.3727 -11.3739 -0.626
O 6.8279 18.8882 -9.9919 -0.363
C 8.0926 19.6904 -9.9078 -0.048
N 5.5744 18.9905 -13.6102 -0.718
H 4.3531 19.8801 -10.5501 0.266
H 4.0098 18.4617 -11.5773 0.301
H 3.5187 20.0346 -12.0547 0.398
H 6.3017 20.3257 -11.9479 0.275
H 7.4870 18.0386 -11.9761 0.341
H 6.2448 17.3768 -11.1776 0.449
H 7.7910 20.7378 -9.9225 0.056
H 8.7518 19.4202 -10.7327 0.412
H 8.5148 19.5120 -8.9188 -0.316
H 5.0577 19.7051 -14.1025 0.273
H 5.0913 18.1159 -13.4625 0.305
C 8.0992 16.7887 -7.6959 -1.629
C 8.5035 15.3499 -8.0138 0.533
C 8.9056 15.0911 -9.4933 -0.855
O 7.7794 14.8965 -10.3345 -0.420
C 7.9499 15.1196 -11.6859 -0.904
N 9.6439 15.1389 -7.1597 1.181
H 7.8603 17.0271 -6.6594 0.365
H 7.2705 17.0547 -8.3522 0.540
H 8.8550 17.4953 -8.0387 0.069
H 7.7683 14.5995 -7.7233 0.302
H 9.5586 14.2343 -9.6593 0.377
H 9.4900 15.9831 -9.7188 0.392
H 8.5043 14.2289 -11.9815 0.399
H 8.6309 15.9157 -11.9866 0.321
H 6.9588 15.1501 -12.1386 0.276
H 9.6514 15.7500 -6.3556 -0.258
H 10.5108 15.4258 -7.5912 -0.544
C 16.4842 13.0151 -1.2066 -0.623
C 17.1448 11.6652 -0.9722 0.131
C 18.3040 11.8742 0.0855 -0.505
O 18.8745 10.5594 0.4189 -0.445
C 19.1520 10.5685 1.7895 -0.681
N 16.0857 10.8060 -0.4456 -0.607
H 15.6614 12.9036 -1.9128 0.373
H 17.2193 13.6968 -1.6343 -0.109
H 16.1618 13.4477 -0.2595 0.142
H 17.4388 11.0887 -1.8493 0.460
H 17.9452 12.3699 0.9875 0.272
H 19.1412 12.3959 -0.3781 0.216
H 20.0032 11.2136 2.0072 0.272
H 19.0674 9.5316 2.1147 0.347
H 18.2169 10.7763 2.3096 0.303
H 15.9474 10.9292 0.5473 0.175
H 16.4300 9.8566 -0.4258 0.281
C 11.2221 23.3646 -5.4260 -0.999
C 10.2782 24.2786 -6.2202 0.117
C 9.1257 23.3607 -6.6616 0.413
O 8.1945 24.1547 -7.4643 -0.467
C 8.4676 24.2029 -8.8339 -0.416
N 9.8493 25.4686 -5.4333 -0.703
H 10.6016 22.9649 -4.6239 0.274
H 12.0608 23.8045 -4.8864 0.444
H 11.6410 22.5719 -6.0458 0.034
H 10.7870 24.6506 -7.1095 0.244
H 8.6303 23.0088 -5.7568 0.293
H 9.4041 22.4589 -7.2069 -0.611
H 7.7294 24.9343 -9.1630 0.295
H 8.4559 23.2456 -9.3550 0.022
H 9.4646 24.6295 -8.9440 0.267
H 9.1144 25.9706 -5.9108 0.305
H 9.4917 25.2324 -4.5187 0.215
C 12.4480 13.6975 -8.0714 -2.307
C 12.8064 14.7166 -9.0708 1.759
C 12.5400 14.3364 -10.5226 -0.800
O 13.1673 15.1402 -11.5137 -0.374
C 14.5996 15.1825 -11.4184 -0.681
N 12.2889 16.0135 -8.6835 -0.240
H 13.0819 12.8345 -8.2752 0.589
H 11.4863 13.2302 -8.2834 0.175
H 12.4533 13.9233 -7.0051 0.269
H 13.8960 14.7040 -9.0444 0.318
H 11.4985 14.1615 -10.7924 0.134
H 12.9687 13.3390 -10.6197 0.424
H 15.1573 15.7440 -10.6688 0.247
H 14.7350 15.8464 -12.2722 0.299
H 15.1055 14.2263 -11.5515 0.300
H 13.0297 16.5672 -9.0893 0.611
H 12.4579 16.1565 -7.6981 -0.472
C 11.4634 25.5028 -1.1369 -1.408
C 10.6637 24.4402 -0.2932 0.574
C 11.4061 23.0777 -0.4714 -0.030
O 10.6835 22.1080 0.2400 -0.373
C 11.3516 20.8918 0.1573 -0.713
N 10.5497 24.9288 1.0746 -0.752
H 11.6733 25.2150 -2.1671 0.212
H 12.4742 25.6459 -0.7551 0.434
H 11.0211 26.4892 -1.2771 0.398
H 9.6473 24.4005 -0.6849 0.274
H 12.4263 23.1784 -0.1010 0.094
H 11.4692 22.7741 -1.5164 -0.106
H 11.4459 20.4017 -0.8117 0.224
H 10.8132 20.1002 0.6783 0.311
H 12.3560 20.8141 0.5736 0.339
H 10.2956 25.9040 1.0077 0.268
H 9.7931 24.4452 1.5371 0.256
C 15.0379 20.8092 -0.9802 -1.093
C 15.3318 21.4318 -2.3730 1.454
C 14.2054 22.1956 -3.0917 -0.474
O 14.4720 22.4797 -4.4256 -0.497
C 14.3514 21.3904 -5.3643 -0.309
N 16.4508 22.2945 -2.2080 -0.773
H 15.9312 20.3113 -0.6032 0.214
H 14.3406 19.9806 -1.1032 -0.030
H 14.6507 21.4475 -0.1860 0.434
H 15.5128 20.5515 -2.9896 -0.561
H 13.9806 23.1134 -2.5484 0.337
H 13.2825 21.6426 -2.9166 0.107
H 15.1483 20.6486 -5.3122 0.145
H 14.3277 21.7070 -6.4070 0.405
H 13.4543 20.8558 -5.0520 0.070
H 16.1643 23.0573 -1.6110 0.318
H 16.6842 22.7049 -3.1008 0.324
C 19.9706 14.8026 -4.0575 -1.588
C 20.1325 16.0033 -3.1973 0.436
C 18.9886 16.9364 -3.3322 -0.352
O 18.9768 17.2530 -4.7172 -0.472
C 17.6774 17.8323 -5.0976 -0.312
N 20.4288 15.6105 -1.7997 -0.652
H 18.9973 14.3141 -4.0117 0.276
H 20.7814 14.0816 -3.9541 0.455
H 19.9878 15.1350 -5.0954 0.442
H 21.0664 16.5033 -3.4542 0.193
H 19.0396 17.7955 -2.6632 0.484
H 18.1443 16.2990 -3.0697 -0.047
H 17.9242 18.2365 -6.0794 0.280
H 17.3824 18.6477 -4.4373 0.189
H 16.9113 17.0582 -5.0531 0.111
H 19.7546 15.9278 -1.1179 0.098
H 20.3338 14.6050 -1.7901 0.342
C 19.6609 14.6897 1.5924 -1.165
C 18.4157 15.4877 1.9017 0.422
C 18.0902 16.2789 0.6664 -0.351
O 19.1555 17.0505 0.0311 -0.261
C 19.5179 18.2449 0.6532 -0.891
N 17.2607 14.6809 2.2395 -0.447
H 19.7439 14.2905 0.5815 -0.042
H 19.7666 13.8659 2.2983 0.356
H 20.4928 15.3899 1.6688 0.441
H 18.7676 16.2353 2.6126 0.238
H 17.2253 16.9097 0.8722 0.461
H 17.6936 15.7182 -0.1800 -0.056
H 18.8124 19.0435 0.4239 0.260
H 20.3732 18.6270 0.0960 0.322
H 19.8792 18.1743 1.6792 0.287
H 16.6179 15.3822 2.5790 0.280
H 17.6412 14.2591 3.0746 0.308

Entry 2:
87
Properties=species:S:1:pos:R:3:mulliken_charge:R:1 method="wB97M-V/def2-TZVPD" homo_ha=-0.3737 charge=+1 e_tot_ev=-109187.5281 lumo_energy_ha=-0.15463
Mo -0.3329 0.2551 -0.2957 -0.519
Cl 7.6301 5.3077 -1.3051 -0.191
C 6.2273 4.3372 -1.0446 0.329
C 5.3506 4.1017 -2.0935 -0.985
C 4.2345 3.3104 -1.8827 -0.080
C 3.9729 2.7644 -0.6275 -0.596
C 4.8579 3.0229 0.4167 -0.068
C 5.9862 3.7987 0.2107 -0.978
C 2.7782 1.9102 -0.4149 1.404
C 2.6778 0.7176 -1.1150 0.381
C 3.7214 0.1862 -1.9374 -1.694
C 3.2328 -0.9280 -2.5260 -1.637
C 1.8839 -1.0916 -2.0693 0.198
C 1.0430 -2.1224 -2.4832 1.592
C 1.4709 -2.9474 -3.6399 -0.414
C 1.6927 -2.3383 -4.8769 -0.116
C 2.1151 -3.0723 -5.9703 -0.976
C 2.3315 -4.4360 -5.8335 0.307
Cl 2.8780 -5.3569 -7.1864 -0.189
C 2.1144 -5.0624 -4.6156 -0.999
C 1.6832 -4.3207 -3.5293 -0.095
C -0.1480 -2.4268 -1.8276 0.479
N -0.6241 -1.7903 -0.7020 -0.252
C -1.7397 -2.5148 -0.3251 0.444
C -2.4979 -2.2769 0.8190 1.613
C -3.6193 -3.2019 1.1250 -0.426
C -4.9285 -2.7261 1.1781 -0.101
C -5.9865 -3.5825 1.4280 -1.025
C -5.7403 -4.9304 1.6420 0.311
Cl -7.0546 -6.0025 1.9538 -0.192
C -4.4430 -5.4213 1.6117 -0.951
C -3.3923 -4.5587 1.3521 -0.099
C -2.2491 -1.2227 1.6872 0.438
C -2.8997 -1.0694 2.9531 -1.539
C -2.4207 0.0649 3.5114 -1.659
C -1.4745 0.6165 2.5923 0.502
N -1.3495 -0.1955 1.4805 0.546
C -0.8164 1.8147 2.8061 1.799
C 0.1934 2.2843 1.9678 0.319
C 0.8429 3.5453 2.1058 -1.315
C 1.8569 3.5678 1.1992 -1.358
C 1.8220 2.3235 0.5092 0.546
N 0.7623 1.5580 0.9411 -0.239
C -1.1568 2.6369 3.9965 -0.758
C -0.2075 2.8488 4.9949 -0.026
C -0.5003 3.6383 6.0933 -0.989
C -1.7487 4.2366 6.1915 0.346
Cl -2.1148 5.2343 7.5501 -0.191
C -2.7056 4.0368 5.2080 -1.017
C -2.4092 3.2320 4.1205 0.067
C -1.9976 -3.5531 -1.2675 -1.318
C -1.0150 -3.4927 -2.2021 -1.466
N 1.5687 -0.1035 -1.1624 0.631
H 5.5414 4.5343 -3.0659 0.424
H 3.5503 3.1241 -2.7016 0.491
H 4.6714 2.5963 1.3946 0.515
H 6.6809 3.9796 1.0193 0.417
H 4.7140 0.5964 -2.0158 0.619
H 3.7470 -1.6027 -3.1880 0.605
H 1.5241 -1.2740 -4.9837 0.483
H 2.2809 -2.5940 -6.9259 0.422
H 2.2910 -6.1249 -4.5191 0.417
H 1.5470 -4.8055 -2.5708 0.533
H -5.1201 -1.6733 1.0094 0.467
H -7.0003 -3.2069 1.4540 0.427
H -4.2600 -6.4717 1.7917 0.430
H -2.3768 -4.9348 1.3524 0.507
H -3.6194 -1.7600 3.3583 0.605
H -2.6564 0.4999 4.4681 0.598
H 0.5652 4.3193 2.8009 0.632
H 2.5610 4.3616 1.0124 0.693
H 0.7671 2.3837 4.9139 0.495
H 0.2313 3.7907 6.8747 0.422
H -3.6742 4.5095 5.2961 0.422
H -3.1534 3.0785 3.3482 0.456
H -2.8280 -4.2366 -1.2369 0.602
H -0.8885 -4.1156 -3.0710 0.726
C -1.5003 0.4922 -2.3926 -0.286
C -2.3664 0.7343 -1.2919 -0.318
C -1.8990 1.9101 -0.6280 -0.530
C -0.7599 2.3783 -1.3329 -0.273
C -0.5195 1.5061 -2.4125 -0.464
H -1.6559 -0.2477 -3.1619 0.518
H -3.3182 0.2539 -1.1310 0.550
H -2.4285 2.4506 0.1402 0.589
H -0.2356 3.3015 -1.1421 0.547
H 0.2317 1.6411 -3.1750 0.462

Entry 3:
94
Properties=species:S:1:pos:R:3:mulliken_charge:R:1 method="wB97M-V/def2-TZVPD" de_lowest_ev=0.000 homo_ha="-0.3656 / -0.3814" charge=+1 e_tot_ev=-76677.2431 lumo_energy_ha="-0.12282 / -0.12934" multiplicity=2 s_squared=0.7581
Re -0.2635 -0.5305 -0.3745 1.963
O 1.3398 -0.5744 -1.4351 0.003
C 1.9232 0.4432 -2.2433 1.555
C 1.9905 1.7477 -1.4509 -2.688
C 0.7433 2.3730 -0.8866 0.581
C 0.5927 3.7506 -0.9432 -0.616
C -0.3242 4.3753 -0.1185 -1.221
C -1.0042 3.6128 0.8144 -0.675
C -0.8490 2.2389 0.8020 -0.497
C -1.4339 1.3835 1.8840 -2.077
C -0.4082 0.3958 2.4774 2.733
O 0.0046 -0.5529 1.4957 0.201
C 0.8061 1.1714 2.9844 0.003
C 0.6480 2.0824 4.0260 -0.597
C 1.7215 2.8351 4.4723 -0.858
C 2.9723 2.6802 3.8879 -0.666
C 3.1398 1.7620 2.8640 -0.702
C 2.0614 1.0088 2.4147 -0.174
C -1.0328 -0.4411 3.5941 -0.530
C -2.2875 -0.1978 4.1339 0.137
C -2.8064 -1.0316 5.1211 -1.024
C -2.0749 -2.1151 5.5736 -0.566
C -0.8129 -2.3604 5.0421 -0.799
C -0.2972 -1.5285 4.0654 -0.525
N -0.0781 1.6276 -0.1187 0.702
C 3.3719 0.0105 -2.5107 0.296
C 4.0371 0.3572 -3.6809 -0.494
C 5.3690 0.0086 -3.8625 -0.903
C 6.0491 -0.6931 -2.8796 -0.686
C 5.3913 -1.0420 -1.7084 -0.780
C 4.0635 -0.6878 -1.5244 -0.393
C 1.1599 0.5710 -3.5536 0.064
C 0.9549 1.7936 -4.1780 0.133
C 0.3244 1.8614 -5.4174 -0.969
C -0.1251 0.7054 -6.0313 -0.627
C 0.0740 -0.5227 -5.4088 -0.862
C 0.7214 -0.5881 -4.1884 -0.070
H 2.5348 2.4947 -2.0277 0.682
H 2.6149 1.5350 -0.5756 0.698
H 1.2365 4.3258 -1.5943 0.576
H -0.4522 5.4490 -0.1521 0.519
H -1.6410 4.0698 1.5586 0.612
H -2.3023 0.8327 1.5238 0.469
H -1.7750 2.0448 2.6793 1.344
H -0.3183 2.1917 4.5066 0.368
H 1.5851 3.5379 5.2837 0.449
H 3.8121 3.2650 4.2385 0.420
H 4.1146 1.6239 2.4133 0.507
H 2.2018 0.2848 1.6224 0.469
H -2.8869 0.6401 3.8009 0.436
H -3.7837 -0.8235 5.5374 0.454
H -2.4761 -2.7600 6.3445 0.451
H -0.2280 -3.1984 5.3990 0.458
H 0.6866 -1.7186 3.6536 0.384
H 3.5171 0.8943 -4.4637 0.402
H 5.8724 0.2823 -4.7805 0.442
H 7.0852 -0.9685 -3.0250 0.402
H 5.9148 -1.5887 -0.9346 0.443
H 3.5544 -0.9617 -0.6082 0.116
H 1.2928 2.7131 -3.7187 0.331
H 0.1866 2.8221 -5.8972 0.466
H -0.6184 0.7552 -6.9929 0.407
H -0.2687 -1.4320 -5.8850 0.471
H 0.8836 -1.5464 -3.7107 0.473
Cl -6.2539 3.0478 -2.2269 -0.210
C -4.8017 2.1109 -2.1237 -0.038
C -3.7606 2.3482 -3.0273 -0.890
C -2.5991 1.6126 -2.9652 -0.097
C -2.4310 0.6405 -1.9724 0.240
O -1.3207 -0.0855 -1.9504 -0.946
C -3.4862 0.3976 -1.0721 -0.070
C -3.3965 -0.7198 -0.1701 0.168
N -2.2664 -1.1676 0.2478 0.532
C -2.2000 -2.3883 0.9718 -0.353
C -3.0981 -2.8282 1.9035 -0.332
C -2.9239 -4.0933 2.5038 -1.250
C -1.8775 -4.8999 2.1557 -0.887
C -0.9219 -4.4555 1.2111 1.076
C 0.2020 -5.2092 0.8024 -0.711
C 1.0894 -4.6761 -0.0894 -1.274
C 0.8878 -3.3693 -0.5630 -0.052
N -0.1558 -2.6454 -0.2070 0.049
C -1.0772 -3.1808 0.6503 0.433
C -4.6816 1.1258 -1.1775 -0.958
H -3.8839 3.1095 -3.7859 0.480
H -1.7987 1.7617 -3.6762 0.345
H -4.3167 -1.2289 0.1141 0.639
H -3.9322 -2.2066 2.2042 0.513
H -3.6382 -4.4208 3.2465 0.439
H -1.7576 -5.8764 2.6067 0.445
H 0.3507 -6.2032 1.2058 0.489
H 1.9572 -5.2283 -0.4191 0.490
H 1.5910 -2.8817 -1.2275 0.562
H -5.5033 0.9159 -0.5040 0.548